No. 1
{
  "formula": "FHO2PTb",
  "method": "ωB97M-V with the def2-TZVPD basis set",
  "homo_ev": [-13.5822, -11.8562],
  "molar_mass_g_mol": 241.903,
  "multiplicity": 8,
  "charge": 1,
  "elements": ["P", "O", "O", "F", "Tb", "H"],
  "positions_angstrom": [[1.854, 0.948, -0.009], [2.558, -0.486, -0.097], [0.339, -0.012, 0.177], [-3.854, 0.287, -0.140], [-1.861, 0.266, 0.013], [0.964, -1.003, 0.057]],
  "forces_ev_per_angstrom": [[0.425, -7.848, 0.071], [-0.692, 5.302, 0.023], [4.030, -1.026, -0.465], [-0.321, -0.025, -0.032], [-1.950, 0.235, -0.059], [-1.492, 3.362, 0.463]],
  "mulliken_charge": [0.7712, -0.4784, -0.6508, -0.6762, 1.5674, 0.4668]
}



No. 2
{
  "formula": "C33H32AsF6N3O2RhSTe",
  "method": "ωB97M-V with the def2-TZVPD basis set",
  "relative_energy_kj_mol": 89.4,
  "homo_ev": [-12.8424, -12.8432],
  "molar_mass_g_mol": 954.121,
  "multiplicity": 2,
  "charge": 2,
  "elements": ["Rh", "C", "C", "C", "C", "C", "O", "C", "C", "C", "C", "C", "C", "C", "O", "C", "C", "C", "N", "C", "C", "Te", "C", "C", "C", "C", "C", "C", "C", "C", "C", "C", "C", "C", "H", "H", "H", "H", "H", "H", "H", "H", "H", "H", "H", "H", "H", "H", "H", "H", "H", "H", "H", "H", "H", "H", "H", "H", "S", "C", "N", "C", "C", "C", "N", "H", "H", "H", "H", "H", "H", "H", "H", "F", "As", "F", "F", "F", "F", "F"],
  "positions_angstrom": [[-1.149, -0.506, -1.506], [4.571, 3.372, -0.251], [3.637, 2.250, -0.301], [4.083, 0.926, 0.033], [3.276, -0.147, -0.040], [3.889, -1.513, 0.340], [5.072, -1.596, 0.113], [3.069, -2.575, 0.933], [3.461, -3.901, 0.757], [2.753, -4.908, 1.387], [1.663, -4.594, 2.193], [1.276, -3.274, 2.375], [1.969, -2.264, 1.734], [1.883, 0.067, -0.564], [1.119, -0.836, -0.792], [1.437, 1.473, -0.874], [2.276, 2.497, -0.750], [0.036, 1.530, -1.381], [-0.972, 1.341, -0.580], [-0.793, 1.362, 0.893], [-0.790, 2.790, 1.418], [-0.720, 2.831, 3.558], [1.312, 2.253, 3.660], [2.310, 3.131, 3.237], [3.652, 2.786, 3.393], [4.004, 1.563, 3.955], [3.012, 0.695, 4.381], [1.668, 1.040, 4.242], [-0.170, 1.628, -2.833], [0.874, 1.344, -3.733], [0.662, 1.428, -5.093], [-0.584, 1.818, -5.575], [-1.615, 2.128, -4.695], [-1.412, 2.041, -3.332], [5.489, 3.131, 0.279], [4.095, 4.262, 0.168], [4.831, 3.635, -1.291], [5.106, 0.771, 0.359], [4.317, -4.126, 0.132], [3.052, -5.939, 1.258], [1.098, -5.387, 2.663], [0.422, -3.037, 2.996], [1.675, -1.229, 1.892], [1.971, 3.504, -1.016], [0.120, 0.839, 1.201], [-1.632, 0.820, 1.319], [-1.710, 3.298, 1.127], [0.055, 3.368, 1.043], [2.041, 4.113, 2.858], [4.426, 3.501, 3.134], [5.048, 1.303, 4.090], [3.279, -0.249, 4.840], [0.900, 0.369, 4.605], [1.849, 1.037, -3.368], [1.463, 1.193, -5.783], [-0.745, 1.894, -6.643], [-2.577, 2.443, -5.075], [-2.189, 2.323, -2.638], [-3.270, -0.409, -2.486], [-4.572, -0.716, -1.332], [-5.083, 0.278, -0.621], [-6.352, 0.194, 0.134], [-7.163, -0.980, -0.386], [-6.276, -2.210, -0.437], [-5.113, -1.905, -1.281], [-4.638, 1.173, -0.727], [-6.887, 1.130, -0.008], [-6.136, 0.082, 1.196], [-7.530, -0.760, -1.390], [-8.022, -1.155, 0.258], [-6.789, -3.067, -0.862], [-5.928, -2.482, 0.561], [-4.655, -2.643, -1.793], [-1.357, -2.039, 0.169], [-1.237, -3.605, -0.731], [0.459, -3.445, -0.680], [-1.175, -4.974, -1.717], [-1.168, -2.520, -2.195], [-2.945, -3.530, -0.864], [-1.311, -4.434, 0.743]],
  "forces_ev_per_angstrom": [[-0.139, -1.263, -0.349], [0.091, 0.045, 0.171], [-0.159, -0.322, -0.027], [0.124, 0.582, 0.010], [-0.447, -0.166, 0.102], [-0.041, -0.239, -0.016], [-0.087, 0.055, -0.158], [-0.101, 0.253, -0.031], [0.111, -0.045, 0.084], [-0.030, 0.022, 0.009], [0.035, -0.047, -0.105], [-0.044, 0.101, -0.007], [0.028, 0.020, 0.036], [0.490, 0.457, 0.193], [-0.571, -0.320, -0.236], [-0.049, -0.259, 0.072], [0.417, 0.206, 0.107], [-0.294, 0.073, -0.099], [0.136, 0.329, 0.403], [-0.038, 0.181, -0.314], [-0.063, -0.143, -0.040], [0.058, 0.036, 0.075], [-0.040, 0.032, -0.047], [0.177, 0.017, 0.065], [-0.082, 0.078, -0.126], [0.017, 0.017, -0.043], [-0.130, -0.094, -0.006], [0.124, -0.081, -0.074], [0.232, 0.163, -0.151], [0.055, -0.109, 0.158], [0.005, 0.007, -0.056], [0.009, -0.016, -0.033], [-0.018, -0.014, -0.034], [-0.008, 0.184, -0.007], [0.015, 0.012, -0.023], [-0.007, 0.013, -0.059], [-0.055, -0.023, 0.021], [-0.024, 0.112, -0.013], [-0.029, 0.014, 0.048], [-0.036, 0.010, -0.031], [0.027, -0.002, 0.044], [0.020, -0.018, 0.003], [-0.003, -0.015, 0.022], [0.130, -0.003, 0.063], [0.024, -0.009, 0.014], [-0.046, -0.111, 0.001], [0.035, 0.049, 0.003], [-0.013, 0.001, -0.033], [0.039, -0.066, 0.011], [-0.037, -0.023, -0.040], [-0.070, 0.040, 0.010], [-0.024, 0.038, -0.006], [0.017, -0.016, -0.021], [-0.049, 0.000, -0.039], [-0.036, 0.010, 0.035], [-0.003, -0.011, 0.052], [0.019, 0.027, 0.000], [-0.039, -0.035, 0.005], [0.183, 0.304, 0.186], [0.150, 0.116, 0.125], [-0.114, 0.079, 0.112], [0.137, -0.055, -0.056], [0.078, 0.046, -0.054], [0.061, 0.008, -0.020], [-0.216, -0.168, 0.016], [-0.008, 0.060, -0.085], [0.030, 0.045, -0.013], [0.031, -0.012, 0.017], [-0.060, -0.001, 0.012], [0.005, -0.004, 0.021], [0.010, -0.009, -0.062], [0.031, -0.048, 0.016], [0.077, -0.055, -0.003], [-0.013, 0.128, 0.089], [0.082, -0.348, 0.237], [0.194, -0.085, 0.031], [0.058, -0.036, -0.132], [-0.005, 0.431, -0.169], [-0.337, -0.006, -0.045], [0.006, -0.127, 0.179]],
  "mulliken_charge": [0.7579, -1.7363, 0.9001, -0.4082, 0.5377, -0.3519, -0.5386, 0.5925, -0.6575, -0.6820, -0.4268, -1.0342, 0.2845, 1.2440, -0.4160, 0.4265, -0.0700, -1.6401, -0.3768, 0.0142, -1.2148, 0.3525, -0.3683, -0.2528, -0.6765, -0.4984, -0.5216, -0.2637, 1.7098, -0.4651, -1.0047, -0.4617, -0.6651, -0.6481, 0.4390, 0.4509, 0.4287, 0.6045, 0.5036, 0.4425, 0.4556, 0.4701, 0.3812, 0.6278, -0.2475, 0.6663, 0.5086, 0.2357, 0.5210, 0.5506, 0.4802, 0.4529, 0.4314, 0.5104, 0.4575, 0.4461, 0.4710, 0.5418, -0.3548, 0.5279, -0.0797, -0.6254, -0.6319, -0.6630, -0.0210, 0.1965, 0.3755, 0.3254, 0.3092, 0.3599, 0.4405, 0.2805, 0.2881, -0.6696, 2.2111, -0.4454, -0.4512, -0.6824, -0.5153, -0.4453]
}



No. 3
{
  "formula": "CH6OP2S",
  "method": "ωB97M-V with the def2-TZVPD basis set",
  "relative_energy_kj_mol": 142.1,
  "homo_ev": [-9.0998, -9.0824],
  "molar_mass_g_mol": 128.073,
  "charge": 0,
  "elements": ["O", "P", "P", "S", "H", "H", "C", "H", "H", "H", "H"],
  "positions_angstrom": [[-1.689, -1.237, 3.401], [-0.459, -1.213, 2.617], [-0.153, 0.535, 1.286], [-0.281, 2.381, 1.845], [-0.564, -2.134, 1.523], [1.191, 0.245, 1.021], [0.393, 0.284, -2.341], [1.326, -0.231, -2.156], [-0.171, -0.247, -3.097], [0.597, 1.291, -2.679], [-0.189, 0.328, -1.422]],
  "forces_ev_per_angstrom": [[-0.874, -0.166, 1.025], [0.240, 0.284, -0.995], [0.159, 0.692, 0.674], [-0.165, -0.435, -0.227], [0.251, -0.179, -0.067], [0.401, -0.192, -0.331], [-0.050, 0.031, 0.108], [0.179, -0.109, 0.040], [-0.112, -0.101, -0.114], [0.036, 0.195, -0.058], [-0.064, -0.019, -0.055]],
  "mulliken_charge": [-0.4568, 0.3301, 0.1954, -0.2660, 0.0688, 0.1166, -0.7841, 0.2455, 0.2778, 0.2513, 0.0213]
}